A structure of composition C13H23AuF3NO4P2 at a distorted geometry. Source: the OMol25 dataset; level of theory: the ωB97M-V functional and the def2-TZVPD basis.

The geometry in XYZ format:
```
47
Properties=species:S:1:pos:R:3
Au 0.6355 -0.0616 -0.1429
P 0.3094 2.1873 -0.5343
C -1.1930 2.1677 -1.3912
C -1.5275 1.0015 -2.1044
N -0.8471 -0.1646 -1.8291
C -1.0253 -1.3144 -2.4760
C -1.9348 -1.3733 -3.5356
C -2.7124 -0.2392 -3.8399
C -2.4907 0.9487 -3.1498
C -0.2598 -2.5436 -2.0037
P 0.2403 -2.3280 -0.2598
H -2.9801 1.8789 -3.4349
H -2.0561 -2.3107 -4.0544
H -3.4386 -0.2823 -4.6451
H -0.8803 -3.4420 -2.1020
H 0.6635 -2.6711 -2.5685
H -4.9090 2.8302 1.9802
H -1.7298 3.0861 -1.6573
H -1.6805 -1.2199 3.1925
O -4.9256 2.0970 1.3296
H -4.2173 1.4526 1.5859
H 1.7865 -0.0115 1.3107
O -1.7651 -1.4653 4.1198
H -0.9214 -1.2118 4.5221
C -1.1476 -2.8954 0.7483
H -1.2837 -3.9767 0.6053
H -0.9266 -2.6997 1.8105
H -2.0694 -2.3691 0.4562
C 1.6573 -3.3734 0.0741
H 2.1024 -3.0567 1.0315
H 1.3437 -4.4260 0.1358
H 2.3964 -3.2449 -0.7339
C 1.7134 2.9369 -1.4149
H 1.6831 4.0339 -1.3538
H 2.6225 2.5467 -0.9216
H 1.7026 2.6287 -2.4773
C 0.0886 3.1850 0.9700
H 0.9325 2.9811 1.6549
H 0.0615 4.2573 0.6998
H -0.8546 2.9041 1.4512
F 5.6538 0.7597 2.8443
C 4.3600 0.5614 3.1954
F 4.2775 -0.5627 3.9666
F 3.9363 1.6294 3.9418
C 3.4736 0.4289 1.9330
O 3.8773 0.7596 0.8409
O 2.2588 -0.0189 2.2302
```

Values from the calculation:
Expectation value of S²: 2.049
Charge: +2
Kohn-Sham gap (spin up / spin down) (eV): 8.66 / 5.96
Multiplicity: 3
ΔE to the lowest compared entry with this formula, charge and spin (eV): 0.925
Maximum force (eV Å⁻¹): 2.87
Lowest unoccupied orbital energy (spin up / spin down) (eV): -7.0526 / -10.1252
Highest occupied orbital energy (spin up / spin down) (eV): -15.71 / -16.09
Electronic energy (a.u.): -1982.265472



A structure of composition C30H45Ge2NO6P2PbSi at a distorted geometry. Source: the OMol25 dataset; level of theory: the ωB97M-V functional and the def2-TZVPD basis.

The geometry in XYZ format:
```
88
Properties=species:S:1:pos:R:3
Pb -0.4688 0.7922 1.2176
N 2.8953 3.0842 -0.8607
C 1.8443 2.4720 -1.7158
C 2.1007 2.7363 -3.1767
P 1.7764 0.7008 -1.2362
O 3.2228 0.2785 -1.7444
O 0.6583 -0.0288 -1.9583
O 1.7318 0.6201 0.2590
P 0.2410 3.1510 -1.0856
O 0.5545 4.6937 -1.3154
O -0.8982 2.6688 -1.9036
O 0.2204 2.8865 0.4003
H 3.8311 2.7112 -1.0755
H 2.6396 2.8749 0.1193
H 2.8856 4.1061 -0.9913
H 3.0880 2.3825 -3.4737
H 2.0148 3.8001 -3.3989
H 1.3565 2.2108 -3.7735
H 3.5491 -0.5799 -1.4658
H -0.2344 5.2388 -1.3122
C -4.3054 0.7794 -3.7735
C -2.8560 1.2127 -3.5611
Ge -2.3553 0.8767 -1.6254
C -3.5876 2.0020 -0.4469
C -4.4271 1.2013 0.5343
C -2.5377 -1.1022 -1.3303
C -1.7304 -2.1605 -1.3948
Ge 0.2809 -2.0660 -1.7996
C 1.6242 -2.4640 -0.2953
C 1.5017 -3.7993 0.4245
C 0.9188 -2.5214 -3.6804
C 1.3164 -3.9828 -3.8561
C -2.2036 -3.5412 -1.2531
C -1.3050 -4.5971 -1.3945
C -1.7080 -5.9122 -1.2847
C -3.0364 -6.2052 -1.0274
C -3.9485 -5.1716 -0.8846
C -3.5434 -3.8557 -0.9999
H -4.6139 1.0095 -4.7913
H -4.9805 1.2995 -3.0963
H -4.4266 -0.2917 -3.6244
H -2.7455 2.2842 -3.7262
H -2.1991 0.6855 -4.2512
H -4.2278 2.5745 -1.1191
H -2.9592 2.7229 0.0804
H -5.1983 0.6348 0.0175
H -4.9123 1.8702 1.2425
H -3.8108 0.5010 1.1007
H -3.5902 -1.2716 -1.1280
H 1.5329 -1.6605 0.4363
H 2.6179 -2.3927 -0.7499
H 0.5211 -3.9137 0.8797
H 2.2470 -3.8440 1.2173
H 1.6760 -4.6342 -0.2493
H 1.7686 -1.8663 -3.8870
H 0.1244 -2.2621 -4.3811
H 2.0984 -4.2657 -3.1537
H 1.6878 -4.1406 -4.8659
H 0.4684 -4.6466 -3.7110
H -0.2600 -4.3875 -1.5992
H -0.9840 -6.7023 -1.3997
H -3.3517 -7.2325 -0.9385
H -4.9842 -5.3956 -0.6828
H -4.2798 -3.0746 -0.8940
C 0.1045 5.6889 4.2419
C 1.2396 5.1770 3.6329
C 1.4205 3.8088 3.5389
C 0.4725 2.9282 4.0556
C -0.6524 3.4606 4.6879
C -0.8367 4.8274 4.7803
Si 0.5272 1.0585 3.7565
C 2.1430 0.0909 3.9581
C 3.2769 0.4218 3.2185
C 4.4455 -0.3072 3.3352
C 4.4987 -1.3980 4.1885
C 3.3832 -1.7395 4.9355
C 2.2161 -1.0062 4.8165
H -0.0520 6.7554 4.2967
H 1.9793 5.8557 3.2347
H 2.3100 3.4123 3.0683
H -1.3870 2.7894 5.1106
H -1.7139 5.2215 5.2697
H -0.4481 0.4405 4.6776
H 3.2384 1.2687 2.5481
H 5.3199 -0.0281 2.7654
H 5.4089 -1.9723 4.2766
H 3.4244 -2.5762 5.6150
H 1.3535 -1.2723 5.4077
```

Values from the calculation:
Charge: +2
Kohn-Sham gap (eV): 6.43
Multiplicity: 1
Maximum force (eV Å⁻¹): 1.86
Lowest unoccupied orbital energy (eV): -5.9376
Highest occupied orbital energy (eV): -12.37
Electronic energy (a.u.): -6994.930507



The molecule C5H10N2 at a distorted geometry. Source: the OMol25 dataset; level of theory: the ωB97M-V functional and the def2-TZVPD basis.

The geometry in XYZ format:
```
17
Properties=species:S:1:pos:R:3
H 2.1851 1.2152 2.4482
N 2.1098 0.9488 1.4843
C 0.9203 0.7823 1.1646
C -0.2745 1.2602 1.9197
C 0.2460 -0.0775 -0.3818
C 1.1934 -0.4585 -1.4854
N -0.9747 -0.2734 -0.2342
C -1.7483 -0.9427 -1.2436
H -0.2843 2.3969 1.5875
H -0.3050 1.2427 3.0044
H -1.1868 0.7166 1.6976
H 2.1314 0.0980 -1.4075
H 0.5281 -0.2560 -2.3626
H 1.3705 -1.5190 -1.4270
H -1.3772 -0.9573 -2.2552
H -2.8014 -0.7094 -1.2692
H -1.7865 -1.9933 -0.9445
```

Values from the calculation:
Kohn-Sham gap (eV): 9.60
Multiplicity: 1
ΔE to the lowest compared entry with this formula, charge and spin (eV): 2.548
Maximum force (eV Å⁻¹): 4.45
Lowest unoccupied orbital energy (eV): 0.9799
Highest occupied orbital energy (eV): -8.62
Electronic energy (a.u.): -305.930229



The molecule C3H3N3O at a distorted geometry. Source: the OMol25 dataset; level of theory: the ωB97M-V functional and the def2-TZVPD basis.

The geometry in XYZ format:
```
10
Properties=species:S:1:pos:R:3
O -0.9961 2.5940 0.0510
C -0.4763 1.7743 0.7705
N -0.0852 0.4757 0.3990
C -0.1455 0.1595 -0.8489
N 0.1939 -1.1066 -1.2981
C 0.5153 -1.7365 -0.2233
N 0.6907 -1.8158 0.9892
H -0.2644 1.9823 1.8322
H -0.4600 0.8608 -1.6217
H 0.8781 -2.8652 0.0149
```

Values from the calculation:
Kohn-Sham gap (eV): 8.92
Multiplicity: 1
ΔE to the lowest compared entry with this formula, charge and spin (eV): 4.211
Maximum force (eV Å⁻¹): 1.10
Lowest unoccupied orbital energy (eV): -1.2747
Highest occupied orbital energy (eV): -10.19
Electronic energy (a.u.): -355.485119



A cluster of 3 separate species, C5H12N2O in total at a distorted geometry. Source: the OMol25 dataset; level of theory: the ωB97M-V functional and the def2-TZVPD basis.

The geometry in XYZ format:
```
20
Properties=species:S:1:pos:R:3
O -0.6266 0.1878 -2.7216
C -1.3954 0.3728 -1.7458
C -1.6143 -0.5752 -0.7316
C 2.1930 1.6068 -0.3237
C 1.5502 1.4479 0.8348
C 0.9502 -1.6184 1.1359
N 0.0727 -0.9634 2.1028
N -1.9990 -0.2238 0.5604
H -1.8547 1.3663 -1.8248
H -1.4587 -1.6216 -0.9955
H 3.2780 1.6632 -0.3801
H 1.6595 1.6495 -1.2666
H 1.8791 1.7691 1.8166
H 0.5989 0.9229 0.8681
H 0.8919 -2.7251 1.2023
H 0.7312 -1.3684 0.0861
H 2.0193 -1.3622 1.2505
H 0.3246 -1.4565 2.9571
H -1.2550 -0.5760 1.2853
H -2.8226 -0.7638 0.8204
```

Values from the calculation:
Expectation value of S²: 0.762
Charge: -1
Kohn-Sham gap (spin up / spin down) (eV): 6.67 / 5.39
Multiplicity: 2
ΔE to the lowest compared entry with this formula, charge and spin (eV): 3.206
Maximum force (eV Å⁻¹): 2.46
Lowest unoccupied orbital energy (spin up / spin down) (eV): 4.1330 / 3.0313
Highest occupied orbital energy (spin up / spin down) (eV): -2.53 / -2.36
Electronic energy (a.u.): -382.314151



A structure of composition C44H90O29S8 at a distorted geometry. Source: the OMol25 dataset; level of theory: the ωB97M-V functional and the def2-TZVPD basis.

The geometry in XYZ format:
```
171
Properties=species:S:1:pos:R:3
C 1.6026 0.8771 2.1333
C 0.7661 1.7343 3.1217
C 1.3841 2.0635 4.4738
O 1.2707 3.4673 4.4778
C 0.6857 3.9730 3.4015
O 0.3429 5.1322 3.3182
O 0.3973 2.9957 2.6276
H 2.0222 -0.0551 2.5117
H 2.4440 1.4279 1.7128
H 0.9603 0.7386 1.2636
H -0.1480 1.1620 3.2799
H 2.3953 1.6611 4.5340
H 0.6916 1.6648 5.2152
C -1.5265 0.9975 -3.8588
C -1.7904 2.2099 -2.9504
C -1.4841 3.5514 -3.6134
O -2.7890 4.1371 -3.8411
C -3.6998 3.5092 -3.0314
O -4.8367 3.8810 -2.8836
O -3.2027 2.2967 -2.6881
H -1.3314 0.1598 -3.1893
H -0.7834 1.1355 -4.6443
H -2.4229 0.7179 -4.4123
H -1.2433 2.0277 -2.0254
H -0.9205 3.4302 -4.5385
H -1.0098 4.2008 -2.8777
C 3.8669 -3.0119 -1.5837
C 2.5862 -3.7891 -1.7203
C 1.2750 -2.9485 -1.6009
O 0.6423 -3.2058 -2.8537
C 1.3424 -4.1073 -3.6159
O 0.9340 -4.5365 -4.6791
O 2.5153 -4.3290 -3.0558
H 3.9402 -2.5277 -0.6099
H 3.9258 -2.2072 -2.3165
H 4.7259 -3.6829 -1.5743
H 2.6745 -4.6821 -1.1016
H 1.7424 -1.9640 -1.5831
H 0.6523 -3.2228 -0.7493
C 0.2114 -4.2385 3.8094
C 0.6120 -3.1425 2.8487
C 1.9309 -2.4063 3.2323
O 2.6423 -2.3746 2.0350
C 2.0383 -3.1346 1.1705
O 2.4012 -3.2726 -0.0300
O 0.9792 -3.7444 1.6320
H 1.0147 -4.9704 3.8937
H -0.6977 -4.8045 3.6062
H 0.2206 -3.9257 4.8536
H -0.2080 -2.4689 2.5999
H 2.3833 -3.0276 4.0052
H 1.8164 -1.4566 3.7547
C 4.2639 1.6945 -3.1759
C 3.0090 2.6333 -3.0500
C 2.1172 2.4777 -4.3028
O 1.0460 1.7545 -3.7900
C 0.9789 1.7367 -2.5216
O -0.0050 1.3512 -1.8896
O 2.1319 2.0883 -2.0307
H 4.8187 2.1609 -3.9900
H 3.9385 0.7101 -3.5126
H 4.8283 1.6394 -2.2451
H 3.3340 3.6117 -2.6963
H 2.5786 1.9612 -5.1445
H 1.9104 3.5053 -4.6015
C 2.3833 -0.6630 -0.1014
C 3.4367 0.0377 -0.9173
C 4.6139 0.6049 -0.0727
O 5.5961 0.5973 -1.0717
C 5.3581 -0.4135 -1.9057
O 6.1017 -0.8995 -2.7428
O 4.1092 -0.8338 -1.6974
H 1.8403 0.0322 0.5390
H 2.8124 -1.4655 0.4985
H 1.6094 -1.1320 -0.7091
H 3.0630 0.8532 -1.5365
H 5.0332 0.0802 0.7858
H 4.3299 1.6050 0.2547
C -3.0001 -0.8011 -1.6306
C -2.9022 -2.1672 -2.3360
C -1.4982 -2.4952 -2.9489
O -1.1494 -3.7654 -2.4694
C -2.0776 -4.1544 -1.6221
O -1.9778 -5.2257 -0.9914
O -3.0556 -3.2912 -1.4872
H -2.1573 -0.4993 -1.0088
H -3.9423 -0.8031 -1.0825
H -3.0126 0.0754 -2.2785
H -3.6022 -2.2093 -3.1705
H -0.7762 -1.7530 -2.6083
H -1.5362 -2.4578 -4.0376
C -2.2239 1.8585 4.0926
S -1.9409 2.7096 2.4062
O -2.0896 1.5812 1.4046
C -3.4972 3.7199 2.3719
H -1.9499 0.8074 4.0018
H -3.2621 1.9012 4.4219
H -1.7417 2.3451 4.9404
H -4.3740 3.0741 2.4193
H -3.5623 4.2876 1.4437
H -3.4136 4.3259 3.2741
C 1.4689 3.3374 0.3485
S 3.2142 3.0854 0.9167
O 4.0008 2.7075 -0.3747
C 3.3827 4.8813 1.2894
H 1.4652 3.8595 -0.6083
H 0.8879 4.1059 0.8583
H 1.0021 2.3524 0.3452
H 3.4755 5.5325 0.4203
H 4.3309 5.0426 1.8023
H 2.5927 5.2521 1.9426
C -1.3466 -5.4802 1.5042
S -2.5776 -4.5340 2.5023
O -2.3905 -3.0230 2.4062
C -3.9983 -4.9869 1.5095
H -1.5769 -6.5456 1.5117
H -0.3897 -5.5103 2.0254
H -1.1446 -5.1216 0.4949
H -4.1384 -6.0679 1.5098
H -3.9876 -4.4946 0.5370
H -4.7989 -4.5854 2.1307
C 2.1064 -0.7520 -5.8682
S 2.2836 -1.5134 -4.2042
O 3.6808 -1.1398 -3.5971
C 0.8930 -0.6984 -3.2656
H 1.0472 -0.6943 -6.1189
H 2.5718 -1.4451 -6.5690
H 2.5825 0.2217 -5.7525
H 0.3793 -0.0193 -3.9462
H 1.2506 -0.0925 -2.4330
H 0.1015 -1.3766 -2.9467
C -1.1812 -1.6397 0.9944
S 0.1677 -0.8811 -0.0212
O 0.0952 -1.5767 -1.3706
C -0.6057 0.7614 -0.1740
H -2.1083 -1.9107 0.4894
H -1.3279 -1.1587 1.9615
H -0.8598 -2.6433 1.2730
H -1.3031 0.7677 -1.0116
H 0.1505 1.5177 -0.3842
H -1.0025 1.0467 0.8003
C -0.6929 3.3662 -0.1294
S -1.0177 5.0224 -0.9246
O -1.9450 4.9009 -2.0841
C -2.0546 5.7496 0.4176
H -0.4376 3.3885 0.9301
H 0.1303 2.9275 -0.6932
H -1.5863 2.7579 -0.2704
H -3.0492 5.4793 0.0628
H -2.0318 6.8304 0.5573
H -1.8502 5.2809 1.3802
C -2.0996 -1.3636 3.6750
S -0.3728 -1.3879 4.2721
O 0.4027 -0.8128 3.0919
C -0.4167 0.0556 5.4650
H -2.1740 -1.9492 2.7587
H -2.4246 -0.3664 3.3784
H -2.8280 -1.8356 4.3344
H -1.1633 -0.1949 6.2185
H -0.6474 1.0081 4.9878
H 0.5784 0.0530 5.9100
C -4.2180 -2.3737 1.2564
S -3.9461 -0.6429 0.6986
O -5.1023 -0.2012 -0.1729
C -4.2124 0.1805 2.3591
H -4.0025 -2.4233 2.3237
H -3.5612 -3.0937 0.7682
H -5.2914 -2.5560 1.2054
H -3.8593 1.2080 2.2713
H -3.6738 -0.3945 3.1123
H -5.2822 0.0988 2.5514
```

Values from the calculation:
Kohn-Sham gap (eV): 6.74
Multiplicity: 1
ΔE to the lowest compared entry with this formula, charge and spin (eV): 57.793
Maximum force (eV Å⁻¹): 14.89
Lowest unoccupied orbital energy (eV): -0.6305
Highest occupied orbital energy (eV): -7.37
Electronic energy (a.u.): -7095.791053